C6H8S in the gas phase in a non-equilibrium geometry, computed with the ωB97M-V functional and the def2-TZVPD basis.

Results
HOMO-LUMO gap = 9.5 eV
Structure (SMILES) = C[C@]12C=CC[C@H]1S2
Maximum force = 2.4 eV/Å
Total charge = 0
Multiplicity = 1
Calculated total energy = -631.53793 Ha

```
15
Properties=species:S:1:pos:R:3:lowdin_charge:R:1
C -0.88455 -1.78117 0.02956 -0.086
C -0.55461 -0.30427 -0.30072 -0.614
C 0.59999 0.02199 -1.20478 -0.064
C 1.09906 1.19119 -0.80129 -0.104
C 0.48554 1.68477 0.45003 -0.221
C -0.68356 0.78604 0.72213 -0.574
S -2.10177 0.87103 -0.39292 0.819
H -1.72988 -2.03479 0.67003 0.066
H -0.13826 -2.03369 0.74484 0.058
H -0.98175 -2.45434 -0.92898 0.119
H 1.07629 -0.72160 -1.85087 0.115
H 1.68373 1.87346 -1.41433 0.112
H 1.21866 1.54730 1.19314 0.103
H 0.35492 2.77054 0.37277 0.122
H -0.82901 0.43260 1.81575 0.148
```